(1)
{"formula": "C33H65CsNSi5", "method": "wB97M-V/def2-TZVPD", "symbols": ["Cs", "C", "C", "C", "C", "C", "C", "C", "C", "C", "C", "C", "C", "H", "H", "H", "H", "H", "H", "H", "H", "H", "H", "H", "H", "H", "H", "H", "H", "H", "H", "C", "Si", "C", "C", "C", "Si", "C", "C", "C", "Si", "C", "C", "C", "C", "C", "C", "C", "N", "H", "H", "H", "H", "H", "H", "H", "H", "H", "H", "H", "H", "H", "H", "H", "H", "H", "H", "H", "H", "H", "H", "H", "H", "H", "H", "H", "H", "C", "Si", "C", "C", "C", "Si", "C", "C", "C", "H", "H", "H", "H", "H", "H", "H", "H", "H", "H", "H", "H", "H", "H", "H", "H", "H", "H", "H"], "coordinates": [[-0.3309, -0.4489, -0.8975], [-0.8119, -0.4422, 5.5849], [-1.7633, 0.1492, 4.5753], [-1.7612, 1.5167, 4.2761], [-0.7284, 2.4154, 4.9034], [-2.7400, 2.0420, 3.4269], [-2.8476, 3.5194, 3.1565], [-3.6680, 1.1939, 2.8138], [-4.7708, 1.7806, 1.9727], [-3.5797, -0.1829, 3.0078], [-4.4706, -1.1313, 2.2482], [-2.6685, -0.6969, 3.9325], [-2.7078, -2.1722, 4.2288], [-0.2302, -1.2409, 5.1275], [-1.3667, -0.8589, 6.4278], [-0.1223, 0.2902, 5.9893], [0.2368, 1.9176, 4.9576], [-1.0302, 2.7107, 5.9099], [-0.5804, 3.3160, 4.3204], [-3.5222, 3.9944, 3.8735], [-3.2200, 3.7022, 2.1520], [-1.8884, 4.0162, 3.2269], [-4.4127, 2.0199, 0.9702], [-5.1442, 2.6919, 2.4296], [-5.6107, 1.0978, 1.8827], [-3.9489, -2.0625, 2.0391], [-4.7755, -0.7024, 1.2977], [-5.3667, -1.3669, 2.8263], [-2.2495, -2.7377, 3.4152], [-3.7393, -2.5083, 4.3345], [-2.1800, -2.4148, 5.1437], [3.5884, -0.2587, 0.7278], [2.4127, -1.6877, 1.2232], [1.0888, -0.8103, 2.3080], [3.4697, -2.6820, 2.4936], [1.6732, -2.6674, -0.1875], [0.9304, -4.3152, 0.2878], [0.0264, -4.3196, 1.9811], [2.1179, -5.8324, 0.3932], [-0.4747, -4.8812, -0.8976], [2.8054, -2.7572, -1.6605], [4.5856, -3.4477, -1.3459], [2.1401, -3.7839, -3.1342], [3.1208, -1.0559, -2.4989], [4.2336, -0.8612, -3.3133], [4.4737, 0.3708, -3.8898], [3.5749, 1.3952, -3.6435], [2.4765, 1.1159, -2.8480], [2.2511, -0.0672, -2.2954], [4.1109, 0.1411, 1.5930], [3.0648, 0.5632, 0.2491], [4.3382, -0.6123, 0.0290], [1.5463, -0.3873, 3.1991], [0.3260, -1.5074, 2.6350], [0.5978, 0.0047, 1.7787], [3.8096, -2.0735, 3.3275], [4.3456, -3.1063, 2.0128], [2.8924, -3.5066, 2.8975], [0.6979, -4.0506, 2.7863], [-0.3873, -5.2967, 2.2110], [-0.7933, -3.6088, 1.9800], [2.9119, -5.6395, 1.1068], [2.5845, -5.9978, -0.5728], [1.6343, -6.7608, 0.6871], [-1.3162, -4.1925, -0.8695], [-0.8518, -5.8640, -0.6292], [-0.1285, -4.9377, -1.9213], [4.5235, -4.2894, -0.6649], [5.2123, -2.6981, -0.8713], [5.0968, -3.7919, -2.2410], [2.0865, -4.8358, -2.8789], [2.7753, -3.6848, -4.0097], [1.1444, -3.4559, -3.4127], [4.9114, -1.6826, -3.4888], [5.3413, 0.5334, -4.5174], [3.7149, 2.3838, -4.0553], [1.7363, 1.8843, -2.6558], [-1.3747, 0.4290, -4.8790], [-1.2248, 2.2518, -4.2862], [-2.7787, 3.1653, -4.9402], [0.2028, 2.9426, -5.3959], [-1.0789, 2.3346, -2.4471], [-0.8493, 3.9816, -1.6434], [-0.6669, 3.7691, 0.2619], [-2.3279, 5.1731, -1.9169], [0.6853, 5.0855, -2.0730], [-1.5468, 0.3644, -5.9500], [-2.1945, -0.0907, -4.3864], [-0.4548, -0.1093, -4.6660], [-2.9858, 2.9589, -5.9878], [-2.6490, 4.2369, -4.8354], [-3.6517, 2.8832, -4.3622], [-0.0351, 2.9687, -6.4565], [1.1036, 2.3469, -5.2736], [0.4418, 3.9583, -5.0906], [-0.2867, 1.6531, -2.1071], [-1.4089, 3.0792, 0.6505], [-0.7799, 4.7134, 0.7901], [0.3153, 3.3713, 0.5068], [-3.2704, 4.6464, -1.8168], [-2.2908, 5.5835, -2.9205], [-2.3284, 6.0046, -1.2186], [1.6099, 4.5605, -1.8458], [0.7033, 6.0300, -1.5339], [0.7012, 5.3157, -3.1342]], "lumo_energy_ev": 1.9914, "gap_ev": 5.838, "total_charge": -1}

(2)
{"formula": "C33H66Cl2O19", "method": "wB97M-V/def2-TZVPD", "symbols": ["C", "C", "O", "C", "O", "O", "C", "H", "H", "H", "H", "H", "H", "H", "H", "C", "C", "O", "C", "O", "O", "C", "H", "H", "H", "H", "H", "H", "H", "H", "C", "C", "O", "C", "O", "O", "C", "H", "H", "H", "H", "H", "H", "H", "H", "C", "C", "O", "C", "C", "O", "H", "H", "H", "H", "H", "H", "H", "H", "C", "C", "O", "C", "C", "O", "H", "H", "H", "H", "H", "H", "H", "H", "C", "C", "O", "C", "C", "O", "H", "H", "H", "H", "H", "H", "H", "H", "C", "C", "O", "C", "C", "O", "H", "H", "H", "H", "H", "H", "H", "H", "C", "C", "O", "C", "C", "O", "H", "H", "H", "H", "H", "H", "H", "H", "Cl", "C", "Cl", "H", "H"], "coordinates": [[-1.2477, 5.6926, 2.1739], [-1.4876, 5.2437, 0.7462], [-0.2463, 5.2501, 0.0318], [-0.1212, 4.3761, -0.9630], [-0.8387, 3.4264, -1.1608], [0.9061, 4.7310, -1.7115], [1.2142, 3.9104, -2.8400], [-0.4341, 5.0613, 2.5317], [-2.1588, 5.5497, 2.7514], [-0.9198, 6.7283, 2.2410], [-2.2093, 5.8597, 0.2028], [-1.8749, 4.2265, 0.7143], [0.6943, 4.3141, -3.7044], [0.9340, 2.8750, -2.6590], [2.2949, 3.9118, -2.9473], [-4.4242, 0.7353, 3.6469], [-4.3177, 2.1291, 3.0585], [-3.1267, 2.3600, 2.3049], [-1.9782, 2.3746, 2.9908], [-1.8584, 2.3135, 4.1764], [-1.0169, 2.4872, 2.0896], [0.3052, 2.3272, 2.5576], [-4.3815, -0.0582, 2.8973], [-5.3633, 0.5712, 4.1744], [-3.5940, 0.5987, 4.3398], [-4.3711, 2.8881, 3.8424], [-5.1468, 2.3358, 2.3822], [0.6208, 1.3092, 2.7977], [0.5136, 2.9132, 3.4532], [0.9755, 2.6078, 1.7469], [0.1646, -4.2322, -1.7680], [-0.6752, -5.3369, -2.3589], [-2.0493, -5.0305, -2.0884], [-2.7965, -5.8699, -1.4187], [-2.5054, -6.9293, -0.9422], [-4.0672, -5.4032, -1.2896], [-4.3812, -4.1525, -1.8666], [0.1088, -4.3575, -0.6808], [-0.2616, -3.2508, -1.9723], [1.2111, -4.2943, -2.0636], [-0.4152, -6.3531, -2.0708], [-0.5603, -5.3443, -3.4478], [-3.7397, -3.3340, -1.5279], [-5.4110, -3.8951, -1.6328], [-4.2723, -4.2087, -2.9540], [7.4400, -2.6185, -0.3638], [6.3504, -3.3548, 0.4023], [5.1511, -2.5758, 0.5503], [4.1012, -2.9810, -0.1909], [2.8284, -2.2888, 0.2274], [4.1365, -3.7936, -1.0747], [7.6225, -1.6694, 0.1476], [7.2403, -2.4575, -1.4190], [8.3771, -3.1615, -0.2279], [6.1196, -4.3232, -0.0367], [6.7247, -3.5639, 1.4059], [2.8365, -2.3035, 1.3202], [1.9592, -2.7829, -0.1808], [2.9391, -1.2391, -0.0492], [5.6419, 1.5151, -3.8432], [4.2032, 1.5555, -4.3047], [3.5666, 0.3254, -4.0404], [2.5394, 0.2094, -3.2087], [1.9246, -1.1498, -3.1762], [2.1304, 1.1437, -2.5620], [6.2823, 0.8239, -4.3971], [5.8330, 1.2843, -2.7930], [6.1005, 2.5018, -3.9652], [3.7442, 2.3903, -3.7645], [4.0982, 1.8151, -5.3576], [1.9692, -1.6059, -4.1642], [0.8905, -1.0159, -2.8617], [2.3695, -1.8499, -2.4700], [3.7394, 1.5881, 0.2900], [4.6287, 0.9478, 1.3487], [5.9725, 1.3628, 1.1325], [7.0102, 0.7152, 1.6793], [6.7603, -0.3870, 2.6745], [8.1113, 1.0906, 1.3951], [4.2083, 1.6085, -0.6899], [3.5016, 2.6137, 0.5836], [2.7913, 1.0528, 0.2487], [4.2773, 1.1627, 2.3596], [4.5858, -0.1334, 1.1813], [6.6409, 0.0383, 3.6716], [7.6938, -0.9463, 2.7166], [5.9341, -1.0439, 2.4153], [-4.3836, 1.9578, -0.6469], [-5.7550, 2.1497, -1.2904], [-5.5039, 2.8821, -2.4936], [-6.3710, 2.8638, -3.5026], [-5.9030, 3.7275, -4.6339], [-7.3918, 2.2232, -3.4756], [-4.0750, 2.9280, -0.2604], [-3.6704, 1.6717, -1.4186], [-4.3743, 1.2060, 0.1397], [-6.3085, 1.2295, -1.4871], [-6.4527, 2.7544, -0.7038], [-6.7166, 4.2613, -5.1264], [-5.3854, 3.0739, -5.3348], [-5.2835, 4.5700, -4.3269], [-4.6850, -3.4573, 5.6575], [-4.1857, -3.8157, 4.2633], [-3.2429, -2.8438, 3.8191], [-2.5610, -3.1854, 2.7154], [-1.5383, -2.1695, 2.3183], [-2.7150, -4.2144, 2.1298], [-5.3148, -2.5677, 5.6889], [-3.8229, -3.3338, 6.3144], [-5.3283, -4.2494, 6.0420], [-3.7778, -4.8235, 4.2808], [-5.0488, -3.7610, 3.5952], [-1.7917, -1.1601, 2.6480], [-1.5947, -2.1059, 1.2344], [-0.5063, -2.3776, 2.5871], [-2.0037, -1.0154, -1.1977], [-0.9990, 0.3255, -0.6753], [0.3007, -0.2087, 0.4085], [-0.6421, 0.8890, -1.5331], [-1.6345, 1.0189, -0.1280]], "lumo_energy_ev": 0.3335, "gap_ev": 10.675, "smiles": "CCOC(=O)OC.CCOC(=O)OC.CCOC(=O)OC.CCOC(C)=O.CCOC(C)=O.CCOC(C)=O.CCOC(C)=O.CCOC(C)=O.ClCCl", "total_charge": 0}